# 1
Computed, not measured: a molecular structure, C36H31AsClN2O5PRuS, with ωB97M-V/def2-TZVPD.

Values from the calculation:
2S+1 ... 2
Net charge ... -1
HOMO energy (spin up / spin down) ... -4.9 / -4.9 eV

Positions of all 79 atoms, in Å:
H (2.9886, -1.2130, 7.4205)
C (-2.6067, 1.6364, 1.2850)
C (4.1345, -1.3683, -4.5786)
H (4.6618, -1.1530, -2.5066)
H (-4.6631, 1.5259, -1.9755)
C (3.2741, -0.9558, -5.5873)
As (0.8040, 1.8967, -3.6989)
H (1.2868, 1.9836, -1.2071)
C (-2.1310, 0.9157, 0.1980)
O (0.5230, 2.9389, 0.9188)
C (2.2821, -0.0249, -5.3159)
C (-2.1931, -0.8857, -4.9423)
H (1.0530, -0.4386, -1.3895)
C (1.2891, -0.7463, 6.2047)
C (-0.6080, -2.7236, -0.5141)
C (-3.1518, 1.3132, -4.9406)
C (2.1273, 0.4992, -4.0336)
C (3.9170, 1.3369, 3.6566)
C (-0.9666, -0.3540, -4.5670)
H (-2.5628, 0.2959, -1.8262)
H (4.9050, -2.1002, -4.7862)
C (0.7014, -2.8806, 3.4535)
C (2.6317, -0.7402, 6.5146)
H (-0.2927, 3.9731, 3.0146)
C (0.1222, 2.9898, 3.2393)
H (5.6264, 1.4697, 2.9441)
C (0.1410, 0.1595, -1.3891)
H (-1.8243, 2.9121, -4.4218)
C (-1.0475, -4.0362, -0.4382)
H (-0.3911, 2.2593, -1.5547)
H (1.6151, 0.2900, -6.1114)
Cl (2.7538, 0.4912, 0.7506)
H (-2.2955, -1.9557, -5.0750)
C (3.5235, -0.1123, 5.6565)
H (-2.4032, -5.4060, 0.5042)
O (3.5793, 2.3993, 3.2122)
C (-4.5521, 2.2954, 0.0314)
H (2.9244, 0.4886, -2.0267)
H (0.5342, -1.2014, 6.8281)
C (0.4460, 1.5956, -1.7808)
C (-4.0913, 1.5634, -1.0564)
H (-2.6691, -1.3334, 1.7839)
C (0.4341, 2.2752, 1.9263)
H (-0.5584, 2.4252, 3.8758)
H (4.5816, -0.0630, 5.8730)
O (-1.4237, -0.2766, 5.4235)
H (-5.4882, 2.8363, -0.0333)
H (-3.4396, -3.6681, 1.9264)
H (-2.0537, 1.6355, 2.2139)
H (-0.5593, -0.3087, -2.0829)
H (-4.2467, -0.4725, -5.4110)
C (3.0415, 0.4783, 4.5044)
H (-0.1256, -1.0173, -4.4068)
N (0.0212, -3.3450, 4.2724)
S (1.6742, -2.1998, 2.2780)
C (3.0087, 0.0957, -3.0334)
H (-4.0011, 1.9704, -5.0820)
C (-1.2053, -1.7372, 0.2673)
C (-0.5588, -0.1734, 4.5778)
Ru (0.8069, 0.2675, 2.0600)
C (-1.9229, 1.8418, -4.5698)
P (-0.5676, -0.0290, 0.2890)
C (-0.8166, 1.0174, -4.3733)
C (-3.2892, -0.0545, -5.1269)
C (-2.8950, 0.8718, -0.9703)
H (-4.1702, 2.8757, 2.0614)
N (1.7493, 0.3938, 4.1570)
C (-2.0735, -4.3772, 0.4311)
C (-2.2309, -2.0877, 1.1418)
O (-0.7638, 0.0162, 3.3121)
C (4.0008, -0.8376, -3.3041)
C (-3.8129, 2.3221, 1.2022)
H (1.0703, 3.1059, 3.7678)
C (-2.6604, -3.4030, 1.2238)
H (0.2199, -2.4808, -1.1676)
C (0.8946, -0.1820, 4.9981)
H (-0.5701, -4.7969, -1.0432)
O (5.1601, 0.8416, 3.5153)
H (3.3744, -1.3603, -6.5872)

# 2
Computed, not measured: 14 unconnected molecules or ions with the total composition C22H72O14 in a non-equilibrium geometry, with ωB97M-V/def2-TZVPD.

Values from the calculation:
2S+1 ... 2
Net charge ... -1
HOMO energy (spin up / spin down) ... 0.4 / -7.8 eV

Positions of all 108 atoms, in Å:
H (4.7868, -1.5378, 4.2096)
H (0.2825, -4.8153, 2.1327)
C (-2.5379, 0.9430, -2.8818)
H (-4.2648, 1.1519, 0.4134)
H (0.5682, -0.4362, 1.3533)
H (3.1240, -1.3399, 5.5143)
H (0.9995, -3.3628, -1.7664)
O (0.4118, 6.2620, -0.5280)
H (-2.7191, -1.2689, 2.1327)
H (-1.5666, -0.1187, 0.3705)
H (0.0298, 0.1930, -2.8975)
H (3.0118, -2.3309, 2.7702)
H (3.2987, 1.4070, -1.4021)
H (-4.2725, 1.5601, 2.4501)
C (-0.5195, 4.0693, -0.4254)
H (3.4015, 2.9032, -0.4364)
H (-5.5062, -2.9588, -0.6655)
C (2.7944, -0.5571, -4.4205)
C (-2.5305, 1.1102, -4.3580)
C (0.5607, 2.6828, 2.8401)
H (-1.5434, 5.8435, 0.0061)
O (1.2091, -3.3575, -0.8296)
C (-1.2515, -3.9777, 3.4223)
H (-3.4861, 0.7109, -4.6977)
O (2.8994, -0.8293, 4.7330)
H (1.4196, -0.0952, 4.0519)
C (-1.1810, -3.1236, -3.4066)
H (-0.2802, 2.7758, 3.5274)
O (0.2343, -3.0645, -3.3282)
C (2.5384, -2.8741, -0.7049)
H (4.4863, -3.5654, -1.0965)
H (0.4388, 3.5995, -0.2041)
H (3.6741, 0.0379, -4.6659)
C (1.6218, 0.2750, -3.8800)
C (-3.2457, 3.5791, 2.3508)
H (2.7244, -1.8519, -1.0344)
O (-3.8039, 1.9896, 0.4995)
C (4.0105, -0.8577, 3.8592)
H (-1.8308, -3.0544, 3.4133)
O (-2.4953, -1.5342, 1.2407)
H (3.4897, 2.9760, -3.5164)
H (-0.6551, 4.1931, -1.4999)
O (5.0654, 2.3087, -1.3519)
H (-4.1223, -1.2694, 0.3062)
H (-1.9456, -2.3099, 1.3518)
H (-2.6052, 1.4961, 2.0035)
H (-1.6234, -2.2986, -1.3607)
O (0.5963, -0.4736, -3.2929)
H (-2.5263, 2.1501, -4.6846)
H (-0.2343, -3.5988, 0.4492)
H (-0.8552, -3.9607, 4.4375)
H (3.1028, -1.1684, -3.5724)
C (-1.8247, -3.1725, -1.9802)
H (-6.7909, -1.8240, -0.5229)
C (-5.8488, -2.1191, -0.0608)
H (0.0755, 2.5534, 1.8727)
H (2.6772, -2.7925, 0.3731)
H (-1.8826, -4.8587, 3.3048)
H (-1.9877, 0.2285, 4.4626)
H (2.1731, 3.4525, -2.5087)
O (-0.8854, 0.4763, 0.0488)
H (4.3255, -1.5653, 1.8154)
H (-0.3415, 5.5723, 1.2422)
H (-3.3171, 1.5908, -2.4801)
H (-0.7930, -0.1001, 3.5927)
H (3.6761, 4.3576, -2.4131)
H (-6.0793, -2.4354, 0.9565)
H (5.3090, 1.6611, -0.6864)
H (2.1265, 0.8742, -3.1222)
O (-1.2921, 1.5244, -2.4410)
H (1.1037, 3.6276, 2.8132)
O (-0.9377, -3.7570, 1.0830)
C (3.6813, 2.4273, -1.3762)
H (1.2499, 0.9989, -4.6050)
H (-4.1427, 4.1982, 2.3675)
H (2.7522, -0.7856, 2.2138)
C (-3.5073, 2.0973, 1.8897)
H (1.2382, 0.7082, 0.2436)
C (3.2588, 3.3565, -2.5214)
O (0.8377, 0.5297, 3.6132)
C (1.5945, 1.6503, 3.3492)
H (-1.5488, -4.1090, -1.4955)
H (1.9941, 1.9697, 4.3117)
O (-1.6636, -0.4164, 3.8338)
H (0.4324, -2.1293, -3.2404)
C (0.4401, -0.0264, 0.3514)
H (-2.6653, -0.0776, -2.5210)
H (2.3417, 1.4022, 2.5954)
C (3.4911, -3.7879, -1.4814)
H (-1.6949, 0.5749, -4.8088)
H (0.3713, -3.0023, 2.3380)
H (-1.5831, -2.3252, -4.0304)
H (2.5178, -1.1460, -5.2950)
C (-0.2646, -3.8866, 2.2951)
H (-2.4857, 4.0336, 1.7152)
H (0.5801, 7.0120, 0.0472)
O (-4.9862, -1.0022, -0.0162)
C (-0.5221, 5.4995, 0.1697)
H (-2.9064, -3.1747, -2.1145)
H (-1.4189, -4.0058, -4.0010)
H (3.3504, -3.6627, -2.5551)
H (0.5343, -0.8173, -0.3927)
H (3.3124, -4.8486, -1.3055)
H (4.4747, 0.1240, 3.7645)
H (-1.3077, 3.4192, -0.0458)
H (-1.2085, 1.4473, -1.4877)
C (3.5656, -1.4112, 2.5815)
H (-2.7765, 3.6449, 3.3324)

Ordered energy above the lowest of the compared OMol25 structures with the same formula, charge and spin results: 0.113, 0.000; unit eV.
Ordered energy results: -147125.7913, -52643.6900; unit eV.